# C48H58Cl2CoN2O3Si4Te

A structure of composition C48H58Cl2CoN2O3Si4Te (ωB97M-V/def2-TZVPD, the Open Molecules 2025 dataset).

Each line ends with the Löwdin spin population.
Positions of all 119 atoms, in Å:
Co -0.40 -1.00 0.80  1.144
C 4.10 2.90 2.90  -0.002
C 3.02 1.90 2.52  0.026
C 3.40 0.61 2.25  0.129
C 2.43 -0.34 1.81  -0.019
C 2.73 -1.59 1.48  0.142
O 1.72 -2.35 0.88  0.043
C 4.07 -2.12 1.25  0.018
C 4.49 -2.66 0.02  0.017
C 5.85 -2.96 -0.22  -0.002
C 6.82 -2.69 0.75  0.018
C 6.44 -2.17 1.95  -0.001
C 5.06 -1.96 2.22  0.021
C 1.08 0.12 1.45  -0.087
O 1.01 0.26 -0.15  0.017
C 0.69 1.42 2.01  0.059
C 1.67 2.36 2.47  0.178
C -0.71 1.65 1.92  0.058
N -1.47 0.66 1.38  0.171
C -2.89 0.99 1.10  0.044
C -3.53 -0.32 0.65  0.230
Te -5.65 -0.32 0.39  1.256
C -6.03 0.20 2.37  0.196
C -5.35 -0.41 3.42  0.065
C -5.67 -0.15 4.73  0.004
C -6.75 0.71 4.97  0.052
C -7.29 1.46 3.93  0.010
C -6.95 1.20 2.65  0.072
C -1.31 2.98 2.16  0.004
C -1.39 3.85 1.11  0.001
C -2.04 5.08 1.19  0.000
C -2.72 5.41 2.41  0.000
C -2.62 4.55 3.52  0.000
C -2.01 3.27 3.35  0.001
H 4.92 2.38 3.43  0.000
H 3.71 3.74 3.53  -0.001
H 4.47 3.38 1.99  -0.001
H 4.40 0.30 2.38  0.010
H 3.73 -2.95 -0.69  0.001
H 6.19 -3.34 -1.17  0.000
H 7.86 -2.90 0.57  0.001
H 7.21 -1.98 2.64  -0.001
H 4.88 -1.61 3.23  0.001
H 1.44 3.28 2.97  0.010
H -2.90 1.79 0.34  0.006
H -3.39 1.39 2.01  0.003
H -3.32 -1.03 1.42  0.016
H -3.21 -0.75 -0.30  0.009
H -4.58 -1.16 3.15  0.003
H -5.20 -0.73 5.51  0.000
H -7.03 0.99 5.97  0.004
H -8.01 2.20 4.10  0.000
H -7.48 1.75 1.86  0.019
H -0.83 3.55 0.24  0.000
H -2.01 5.80 0.40  0.000
H -3.28 6.29 2.54  0.000
H -3.07 4.78 4.46  0.000
H -2.04 2.51 4.10  0.000
Cl -3.12 -3.46 -2.57  0.007
C -2.88 -3.98 -0.99  0.001
C -3.37 -5.20 -0.46  0.001
C -3.04 -5.66 0.81  -0.002
Cl -3.72 -7.11 1.37  0.000
C -2.38 -4.76 1.72  0.001
C -2.11 -4.99 3.11  -0.006
C -1.46 -4.02 3.84  0.002
C -1.15 -2.78 3.20  -0.005
N -1.29 -2.53 1.95  0.016
C -1.87 -3.53 1.15  0.001
C -1.97 -3.15 -0.23  0.003
O -1.38 -2.10 -0.66  0.005
H -4.04 -5.80 -1.13  0.000
H -2.31 -5.89 3.63  0.000
H -1.30 -4.09 4.87  0.000
H -0.63 -2.04 3.82  0.000
C -1.19 0.99 -2.72  0.001
H -1.54 0.12 -2.15  0.000
H -1.95 1.14 -3.49  0.000
H -1.33 1.87 -2.03  0.000
C 1.58 -3.74 1.15  0.007
Si 1.86 1.18 -1.18  0.004
C 2.08 3.03 -0.85  0.004
C 3.65 0.44 -1.33  0.003
Si 0.65 0.91 -3.30  0.001
Si 1.31 -1.17 -4.07  0.000
C 0.33 -1.64 -5.58  0.000
C 1.19 -2.52 -2.78  0.000
C 3.18 -1.03 -4.61  0.000
Si 0.63 2.66 -4.85  0.000
C -0.24 4.05 -3.86  0.000
C -0.16 2.23 -6.52  0.000
C 2.40 3.19 -5.32  0.000
H 2.46 -4.38 0.87  0.001
H 0.69 -4.02 0.56  0.000
H 1.28 -3.94 2.21  0.001
H 2.54 3.25 0.13  0.003
H 1.14 3.55 -0.89  0.000
H 2.75 3.41 -1.70  0.000
H 4.21 0.54 -0.40  0.002
H 4.24 0.92 -2.14  0.000
H 3.54 -0.63 -1.54  0.000
H -0.74 -1.46 -5.47  0.000
H 0.56 -2.66 -5.93  0.000
H 0.56 -0.97 -6.40  0.000
H 0.13 -2.70 -2.51  0.000
H 1.70 -2.29 -1.84  0.000
H 1.64 -3.51 -3.05  0.000
H 3.16 -1.09 -5.71  0.000
H 3.72 -1.90 -4.26  0.000
H 3.74 -0.11 -4.36  0.000
H -1.09 3.65 -3.34  0.000
H -0.58 4.95 -4.38  0.000
H 0.60 4.32 -3.22  0.000
H -1.11 1.71 -6.32  0.000
H 0.42 1.49 -7.11  0.000
H -0.47 3.00 -7.23  0.000
H 2.84 3.73 -4.46  0.000
H 2.39 3.85 -6.24  0.000
H 3.04 2.38 -5.50  0.000

Results
2S+1	5
HOMO-LUMO gap (spin up / spin down)	4.11 / 4.05	eV
charge	-1
lowest unoccupied orbital energy (spin up / spin down)	2.1 / -0.1	eV
energy relative to the best compared isomer or geometry (same formula, charge and spin)	4.579	eV
calculated total energy	-5928.17711	a.u.